No. 1
DFT (wB97M-V/def2-TZVPD) results for a single C21H28N2O2 molecule.

**E_HOMO**: -8.298 eV
**Orbital gap**: 0.330 hartree
**LUMO**: 0.7 eV
**Relative energy (zero: lowest compared OMol25 entry of this formula, charge and spin)**: 219.1 kJ/mol

Structure (ORCA input):
```
! RIJCOSX wB97M-V def2-TZVPD def2/J DEFGRID3
* xyz 0 1
O -2.0191 -2.1198 -1.0865
C -1.9571 -2.2707 0.3053
C -0.7229 -1.6087 0.9229
C -0.7876 -0.0764 0.8712
C 0.4733 0.5241 1.5180
N 1.6318 0.2189 0.7036
C 2.8814 0.5995 1.3357
C 4.0551 0.0169 0.5959
C 4.0260 -1.3133 0.1975
C 5.1006 -1.8592 -0.4810
C 6.2166 -1.0948 -0.7638
C 6.2551 0.2364 -0.3644
O 7.3666 0.9665 -0.6567
C 5.1718 0.7870 0.3097
C 1.4803 0.8213 -0.6072
C 0.2349 0.2436 -1.2834
N -0.9739 0.4157 -0.4918
C -1.5486 1.7528 -0.5772
C -2.8624 1.7305 -1.3781
C -3.9183 0.9005 -0.7033
C -4.4074 1.2639 0.5464
C -5.3560 0.4890 1.1880
C -5.8361 -0.6616 0.5848
C -5.3696 -1.0229 -0.6667
C -4.4191 -0.2457 -1.3058
H -1.9440 -1.1659 -1.2545
H -2.8648 -1.8583 0.7745
H -1.9325 -3.3479 0.4930
H -0.6538 -1.9085 1.9696
H 0.1737 -1.9574 0.4124
H -1.6662 0.2359 1.4486
H 0.3419 1.6179 1.6386
H 0.6144 0.0904 2.5107
H 2.8720 0.1963 2.3546
H 2.9875 1.6982 1.4105
H 3.1515 -1.9045 0.4171
H 5.0718 -2.8927 -0.7923
H 7.0638 -1.5044 -1.2898
H 7.2636 1.8658 -0.3230
H 5.2048 1.8264 0.6145
H 1.3969 1.9239 -0.5302
H 2.3637 0.5880 -1.2050
H 0.3900 -0.8251 -1.4433
H 0.0841 0.7129 -2.2578
H -1.7518 2.1468 0.4223
H -0.8562 2.4473 -1.0665
H -3.2145 2.7605 -1.4819
H -2.6636 1.3346 -2.3753
H -4.0469 2.1663 1.0212
H -5.7231 0.7835 2.1608
H -6.5738 -1.2697 1.0876
H -5.7405 -1.9160 -1.1468
H -4.0634 -0.5379 -2.2827
*
```

No. 2
DFT (wB97M-V/def2-TZVPD) results for a single C21H28N2O3 molecule at a distorted geometry.

**E_HOMO**: -7.951 eV
**Orbital gap**: 0.305 hartree
**LUMO**: 0.3 eV
**Relative energy (zero: lowest compared OMol25 entry of this formula, charge and spin)**: 1965.3 kJ/mol

Structure (ORCA input):
```
! RIJCOSX wB97M-V def2-TZVPD def2/J DEFGRID3
* xyz 0 1
C -4.2423 -0.0776 1.5379
C -3.0738 0.1584 1.9461
C -1.9897 -0.8342 2.4313
O -2.1061 -2.0977 2.0350
C -1.8837 -2.5306 0.6092
C -2.1491 -3.8361 0.4958
C -1.9598 -4.3653 -0.6903
C -1.7316 -3.5560 -1.7798
C -1.6910 -1.8954 -1.6512
C -1.5432 -1.1518 -2.6287
O -2.2841 -0.9449 -3.4908
N -0.2636 -0.4598 -2.7967
C 0.8472 -0.8251 -2.0799
C 1.0453 0.1443 -0.9105
C 1.3979 1.5526 -1.7246
C 1.2959 2.7065 -0.6502
C 2.3944 2.8274 0.3171
C 1.8249 1.9964 1.4953
O 0.7131 1.6007 1.8320
N 2.9404 1.5491 2.4392
C 4.1724 1.9185 2.4331
C 4.7457 3.3493 2.6576
C 4.9807 2.2102 3.6456
C 0.1239 1.9451 -2.6036
C -0.0749 0.5675 -3.5227
C -1.7660 -1.5006 -0.3446
H -4.5008 -1.3508 1.3987
H -4.9920 0.6698 1.1901
H -2.7013 1.2234 2.1769
H -0.8713 -0.2451 2.1047
H -1.7742 -0.7530 3.5343
H -2.3349 -4.4757 1.6033
H -2.0478 -5.4210 -0.7737
H -1.6437 -3.9052 -2.9883
H 0.6539 -1.7044 -1.3898
H 1.6747 -1.0569 -2.7228
H 1.9157 0.1578 -0.2951
H 0.1964 0.4073 -0.4294
H 2.1666 1.4554 -2.4029
H 0.4243 2.9875 -0.4158
H 1.6342 3.6870 -1.2801
H 3.2239 2.4362 0.0716
H 2.7550 3.7760 0.6494
H 2.3401 1.2647 3.1958
H 4.7461 1.5198 1.7850
H 5.3313 3.9429 2.2502
H 3.9200 4.0456 3.1082
H 5.8421 1.7466 3.9644
H 4.4594 1.9725 4.5970
H 0.2986 2.5969 -3.3744
H -0.7246 1.9940 -2.3744
H -0.9580 0.8246 -4.2104
H 0.9953 0.1558 -4.0936
H -1.7156 -0.6495 -0.0695
*
```

No. 3
DFT (wB97M-V/def2-TZVPD) results for a single C21H28N2O4 molecule at a distorted geometry.

**E_HOMO**: -6.940 eV
**Orbital gap**: 0.261 hartree
**LUMO**: 0.2 eV
**Relative energy (zero: lowest compared OMol25 entry of this formula, charge and spin)**: 1683.3 kJ/mol

Structure (ORCA input):
```
! RIJCOSX wB97M-V def2-TZVPD def2/J DEFGRID3
* xyz 0 1
C -7.9294 -0.7381 1.4075
C -7.5320 0.1098 0.0969
O -6.2843 0.3223 -0.1003
C -5.5050 -0.4659 -0.4284
O -5.8681 -1.5635 -0.7838
C -4.0521 0.1534 -0.5012
C -3.2552 -0.2579 -1.6876
C -1.7113 0.0995 -1.4121
N -1.2754 -0.2688 -0.1823
C 0.1186 -0.3080 -0.1920
C 0.8666 0.8048 -0.0916
O 0.1619 2.0703 0.1380
C 2.2869 1.0367 -0.1131
C 2.9436 2.2146 0.1178
C 2.5596 3.8467 0.0085
N 4.3818 1.8291 0.0274
C 5.3452 2.9645 -0.1929
C 4.5072 0.5759 0.0590
C 5.8304 0.0162 -0.1071
C 5.6312 -1.4226 0.0933
C 4.3767 -2.1231 -0.0740
O 4.2676 -3.3066 -0.1996
C 5.4999 -4.2661 0.0155
C 3.1188 -1.2993 0.1881
C 3.2714 0.1092 0.0640
C -2.0726 0.0534 1.2169
C -3.4878 -0.5081 0.9107
H -8.8541 -0.9035 1.2643
H -7.3557 -1.7531 1.3618
H -7.5761 -0.2796 2.3461
H -8.0819 1.1494 0.1068
H -7.8765 -0.4619 -0.8412
H -4.0342 1.2653 -0.3363
H -3.3860 -1.3010 -1.6467
H -3.5785 0.2195 -2.5476
H -1.5645 1.0982 -1.3222
H -1.1264 -0.1019 -2.3578
H 0.3998 -0.8429 0.8950
H 0.7300 -0.9749 -0.8082
H 1.4638 3.6459 -0.2951
H 2.7813 4.1771 1.1629
H 2.9385 4.2386 -0.8447
H 6.3573 2.5822 0.2373
H 5.4513 3.2853 -1.0927
H 5.1158 3.7299 0.6352
H 6.6993 0.5082 -0.1266
H 6.6134 -2.0728 0.0300
H 5.0607 -5.4989 0.0492
H 6.0416 -3.9783 -0.9183
H 5.9716 -4.1479 1.0119
H 2.2580 -1.9064 0.2388
H -1.7370 1.0101 1.0822
H -1.3872 -0.5855 1.8992
H -3.4786 -1.6950 0.8404
H -4.0403 -0.0848 1.6989
*
```

No. 4
DFT (wB97M-V/def2-TZVPD) results for a single C21H28N4O3 molecule at a distorted geometry.

**E_HOMO**: -7.055 eV
**Orbital gap**: 0.240 hartree
**LUMO**: -0.5 eV
**Relative energy (zero: lowest compared OMol25 entry of this formula, charge and spin)**: 1978.4 kJ/mol

Structure (ORCA input):
```
! RIJCOSX wB97M-V def2-TZVPD def2/J DEFGRID3
* xyz 0 1
C -4.6338 -5.3149 2.3441
C -3.4309 -4.6183 2.1245
O -3.7692 -3.2121 2.0275
C -2.6783 -2.1607 1.8194
C -3.2103 -0.9218 1.9294
N -2.2182 0.2926 1.7747
C -1.9662 0.5026 0.4301
C -2.5989 0.4992 -0.6771
C -1.9768 0.6589 -1.8391
C -2.6854 0.7817 -3.2196
N -0.7122 1.2916 -1.9141
C 0.0288 1.1922 -0.9841
C 1.4529 1.6826 -0.5485
C 2.2258 2.0993 -1.5842
C 1.9828 3.0189 -2.4217
C 2.8110 3.6188 -3.4573
C 4.0973 3.1962 -3.3642
C 4.4063 2.1918 -2.7296
C 3.5610 1.5957 -1.8019
O 4.1624 0.3902 -0.8584
C 3.4001 -0.8946 -1.3697
C 1.5810 1.3238 0.8274
C 2.6855 1.4915 1.5826
N 0.4340 1.0421 1.4225
N -0.3708 0.5972 0.2598
O -1.5581 -2.1237 2.6651
C -0.2832 -3.0217 2.0471
C 0.9518 -2.2286 2.5733
H -5.4540 -4.9973 1.5777
H -5.1349 -5.1160 3.3486
H -4.3546 -6.3168 2.3767
H -2.5986 -4.9681 2.9047
H -2.9672 -4.7343 1.0420
H -2.4230 -2.6276 0.8498
H -3.5112 -0.8020 3.0764
H -4.0685 -0.7913 1.3828
H -1.3145 0.2273 2.4008
H -3.5383 -0.0427 -0.6648
H -3.8076 1.4000 -3.0299
H -2.3353 1.1381 -3.9867
H -3.3994 -0.1938 -3.3445
H 0.8160 3.5726 -2.4645
H 2.5004 4.5950 -4.0176
H 4.9097 3.8937 -3.9526
H 5.3495 1.8452 -2.5887
H 3.8352 -1.3073 -0.4260
H 2.3611 -0.6933 -1.0149
H 3.6701 -0.9729 -2.2297
H 2.9298 2.6439 1.2991
H 2.5985 1.2763 2.6744
H 3.5355 1.0311 1.2386
H -0.4084 -4.0164 2.2603
H -0.3146 -2.9187 1.1151
H 1.7344 -2.6584 2.2634
H 1.0712 -2.2335 3.8328
H 1.0091 -1.1943 2.2572
*
```

Question: Which formula does entry 1 have?
Answer: C21H28N2O2

Question: Which of these has the lowest LUMO?
Answer: C21H28N4O3

Question: The highest relative energy (zero: lowest compared OMol25 entry of this formula, charge and spin) belongs to which entry?
Answer: C21H28N4O3

Question: Which value of LUMO does entry 2 give?
Answer: 0.3 eV